Entry 1:
21
Properties=species:S:1:pos:R:3:forces:R:3 method="wB97M-V/def2-TZVPD" homo_energy_ev=-8.10 fmax_ev_per_a=5.92 relative_energy_kcal_mol=118.0 e_lumo_ev=0.58
C -0.025571 2.349194 0.139185 -1.658 -1.518 1.422
C 0.286995 0.834421 -0.004105 0.637 1.342 -0.565
C -0.453011 -0.207084 -0.370262 -4.886 1.290 0.340
C -1.995192 -0.059459 -0.420750 0.241 2.043 -2.555
C 0.356799 -1.454801 -0.171197 -1.378 -1.353 -0.794
C 0.990006 -1.019309 1.110100 2.426 -1.271 3.021
C 1.617133 0.051962 0.260062 -2.110 3.190 0.282
C 1.575127 -0.906940 -0.937375 2.279 -2.000 0.882
H -1.151888 2.617742 0.132397 1.885 -0.622 0.186
H 0.401407 2.924594 -0.605569 0.833 0.850 -2.171
H 0.450924 2.820237 1.007096 -0.309 -0.580 0.398
H -2.490506 -0.110041 -1.514598 1.178 -0.461 2.265
H -2.116504 1.098870 -0.223987 -0.429 -2.439 0.166
H -3.293585 -1.707799 -0.064779 3.274 3.996 2.900
H -0.111016 -2.496129 -0.286220 0.621 1.699 -0.168
H 2.013304 -1.410404 1.324227 -1.060 -1.800 0.697
H 0.382465 -0.867405 2.083602 0.964 0.110 -1.853
H 2.415883 0.577686 0.745693 0.812 0.380 -0.569
H 1.377297 -0.456491 -1.908890 0.426 -0.355 -0.005
H 2.400103 -1.682413 -0.830388 -0.572 1.048 -0.821
O -2.630174 -0.896432 0.535751 -3.173 -3.550 -3.058

***

Entry 2:
21
Properties=species:S:1:pos:R:3:forces:R:3 method="wB97M-V/def2-TZVPD" homo_energy_ev=-9.53 fmax_ev_per_a=1.96 relative_energy_kcal_mol=49.6 e_lumo_ev=0.99
C -1.395528 0.841142 -1.998404 1.296 -0.017 0.969
C -0.595725 0.458057 -0.737472 -0.315 0.022 -0.040
C 0.196199 1.417828 0.267062 -0.071 0.209 -1.064
C 0.977588 0.070028 0.412143 -0.433 -0.315 0.781
C 2.427748 -0.063639 0.862655 0.122 -0.734 -0.901
C -0.105747 -0.807048 1.148204 0.697 0.629 0.384
C -0.816372 -1.936444 0.454809 0.350 1.222 -0.434
C -1.268411 -0.515961 0.247392 -1.190 0.942 1.244
H -0.823275 1.476007 -2.649008 0.363 0.470 -0.193
H -1.646216 -0.019293 -2.574797 -0.067 -0.974 -0.256
H -2.321912 1.322728 -1.773095 -0.556 0.446 0.475
H -0.341274 1.867677 1.113506 0.143 -0.347 -0.119
H 0.778031 2.209779 -0.277183 -0.433 -0.835 0.398
H 3.102712 0.569975 0.290264 -0.193 0.394 -0.073
H 2.813568 -1.093597 0.619812 -0.598 0.754 0.662
H 2.551067 0.196521 1.923086 -0.159 -0.340 -0.277
H -0.158371 -0.655447 2.225724 -0.140 -0.273 -0.199
H -1.461633 -2.533818 1.054928 -0.321 -0.317 0.398
H -0.387670 -2.427887 -0.377607 0.617 -0.467 -0.592
H -2.193871 -0.168792 0.735699 0.343 -0.292 -0.477
O 0.669092 -0.207816 -0.967719 0.546 -0.176 -0.688

***

Entry 3:
22
Properties=species:S:1:pos:R:3:forces:R:3 method="wB97M-V/def2-TZVPD" smiles="Cc1ccoc1.C=C(C)O" homo_energy_ev=-8.44 fmax_ev_per_a=0.91 relative_energy_kcal_mol=28.9 e_lumo_ev=0.83
C -2.399509 -1.802736 0.058562 0.144 0.010 -0.083
C -1.904904 -0.413942 -0.147046 0.209 0.159 -0.562
C -1.966308 0.659281 0.783198 0.199 0.424 -0.157
C -1.377632 1.723536 0.176323 -0.380 -0.127 0.650
O -0.956867 1.393087 -1.054286 0.289 0.375 -0.257
C -1.274891 0.098823 -1.240898 -0.533 -0.687 0.280
H -3.170135 -1.818407 0.825061 -0.083 -0.089 0.006
H -2.808081 -2.206306 -0.865517 -0.064 -0.110 0.009
H -1.581264 -2.445366 0.381672 -0.013 -0.120 0.073
H -2.393099 0.628012 1.766891 -0.060 0.068 0.177
H -1.199762 2.729409 0.502090 0.050 0.158 -0.053
H -1.026294 -0.331927 -2.191647 0.100 0.018 -0.127
C 3.002728 0.013837 -0.965872 0.034 -0.024 -0.158
C 2.111488 -0.067537 0.011843 0.074 0.013 0.025
C 1.886809 0.987205 1.049403 -0.064 -0.238 -0.037
O 1.312257 -1.157700 0.205355 -0.045 -0.061 0.174
H 3.146059 -0.782057 -1.678230 -0.012 -0.202 -0.107
H 3.621035 0.882761 -1.081845 0.076 0.248 0.026
H 2.494174 0.778956 1.929607 0.012 -0.015 0.075
H 2.152214 1.966912 0.662838 0.028 0.036 -0.002
H 0.841480 0.980675 1.348997 -0.019 0.067 0.018
H 1.490494 -1.816516 -0.476493 0.058 0.096 0.030

***

Entry 4:
23
Properties=species:S:1:pos:R:3:forces:R:3 method="wB97M-V/def2-TZVPD" smiles="CC(=O)OCCCC1=C(C)O1" homo_energy_ev=-7.67 fmax_ev_per_a=4.13 relative_energy_kcal_mol=119.5 e_lumo_ev=0.91
C 1.123328 -2.279792 -0.792039 -0.730 -1.091 -0.946
C 1.305548 -1.045399 0.086446 1.580 -2.055 0.521
O 1.374409 -1.207019 1.295967 -0.587 1.260 -0.999
O 1.679074 0.032898 -0.613678 -1.072 -1.256 -0.064
C 1.881404 1.320934 0.048356 -2.243 -1.806 -2.855
C 0.688370 2.170442 -0.327522 0.688 1.259 3.869
C -0.460325 2.120237 0.749823 -0.846 -2.276 0.197
C -1.264254 0.902894 0.447978 0.105 0.217 -0.606
C -1.903352 -0.166022 0.222470 0.322 0.077 -1.804
C -2.471773 -1.502503 0.407625 0.268 2.118 -1.228
O -1.911885 0.623377 -0.988586 0.042 0.089 0.591
H 0.355305 -2.295522 -1.543210 -1.377 0.999 0.061
H 0.965080 -3.265166 -0.327436 0.220 0.842 0.824
H 1.852053 -2.498593 -1.552341 1.548 0.576 0.233
H 2.718567 1.563542 -0.523124 1.776 1.360 0.063
H 1.959953 1.054364 1.030743 0.790 0.197 2.849
H 0.354198 1.884833 -1.254927 -1.072 -0.714 -2.112
H 1.103850 3.153294 -0.415469 -0.179 0.986 0.019
H -0.257126 1.959584 1.835415 0.944 0.471 -0.770
H -1.241162 2.864623 0.761305 0.285 1.037 -0.544
H -1.787533 -2.011247 0.937464 2.147 -2.175 2.266
H -2.751272 -2.081530 -0.429278 -0.013 0.016 -1.431
H -3.312454 -1.298228 0.944015 -2.596 -0.133 1.866

***

Entry 5:
23
Properties=species:S:1:pos:R:3:forces:R:3 method="wB97M-V/def2-TZVPD" smiles="OC[C@H]1[C@H](CO)[C@H]2C=C[C@@H]1O2" homo_energy_ev=-9.78 fmax_ev_per_a=5.18 relative_energy_kcal_mol=71.5 e_lumo_ev=0.81
O 1.958812 1.389000 -0.613444 0.730 -0.012 -1.335
C 1.285635 1.563512 0.594365 -0.547 -0.433 0.441
C 0.216595 0.516670 0.770754 -2.953 2.101 1.039
C -0.667076 0.434258 -0.555218 2.868 -1.535 0.856
C -2.069571 0.798539 -0.497153 -4.199 2.141 0.611
O -2.983645 0.043644 0.354829 0.854 0.887 -0.810
C -0.407142 -1.084567 -0.821158 0.858 1.279 3.537
C 1.004748 -1.580910 -0.931381 -1.046 1.081 -4.698
C 1.588981 -1.497546 0.193409 1.889 -1.187 4.676
C 0.502036 -0.942846 1.127769 -0.298 -0.685 0.776
O -0.677448 -1.527412 0.568817 0.000 -0.628 -0.783
H 2.173808 0.438802 -0.755203 -0.283 1.015 0.397
H 0.826361 2.572402 0.707339 0.440 -0.589 -0.669
H 1.992490 1.466484 1.375508 0.863 0.090 1.267
H -0.510950 0.874781 1.589878 1.078 -0.381 -1.044
H -0.307195 1.066026 -1.334227 0.932 0.418 -0.534
H -2.504300 0.798457 -1.538550 0.447 -0.176 0.762
H -2.252288 1.911540 -0.142344 0.824 -1.992 -0.646
H -2.561738 -0.801351 0.481266 0.229 -0.642 0.377
H -1.082595 -1.499693 -1.428695 -2.494 -1.767 -2.494
H 1.447904 -1.737191 -1.901843 0.087 -0.607 -0.091
H 2.538909 -1.984786 0.538828 -0.786 1.111 -0.584
H 0.487662 -1.217821 2.216452 0.506 0.510 -1.051

***

Entry 6:
25
Properties=species:S:1:pos:R:3:forces:R:3 method="wB97M-V/def2-TZVPD" smiles="CC(C)(OS(C)(=O)=O)c1cccs1" homo_energy_ev=-9.01 fmax_ev_per_a=4.40 relative_energy_kcal_mol=0.0 e_lumo_ev=0.58
C 0.674788 -1.199722 -1.342835 0.249 -2.426 -3.661
C -0.293266 -0.905259 -0.268815 0.020 0.291 0.482
C -1.310576 -2.049033 -0.135655 -2.214 0.109 -0.348
O 0.490671 -0.816506 0.964904 -0.489 0.100 0.690
S 1.871587 -0.076871 0.959238 2.464 1.208 0.936
C 2.048785 0.288515 2.733980 -0.837 0.587 0.583
O 1.959057 1.034495 0.036427 -0.999 -0.264 1.212
O 2.933679 -1.012664 0.823829 0.410 -1.224 -0.554
C -0.941781 0.449995 -0.492246 1.301 -0.440 -0.287
C -1.216436 1.047811 -1.687360 -0.967 -0.486 2.152
C -1.886130 2.288385 -1.499430 1.157 -1.886 -1.183
C -1.912544 2.640475 -0.249215 0.868 0.102 3.760
S -1.125453 1.490001 0.836471 -1.457 0.810 -0.709
H 1.253360 -2.151126 -1.144888 -0.812 0.875 -0.045
H 0.116607 -1.386211 -2.375340 1.049 0.424 2.152
H 1.417991 -0.438686 -1.510053 -0.092 0.360 -0.100
H -2.338640 -1.507123 -0.308418 1.733 -1.681 -0.301
H -1.508246 -2.669162 0.761141 0.852 1.139 0.322
H -1.010438 -2.857199 -0.840196 -0.775 0.850 -0.117
H 2.379113 -0.660390 3.167810 -0.562 0.014 -0.162
H 2.908851 0.947733 2.931151 -0.440 0.085 -0.704
H 1.135872 0.695414 3.248928 0.846 -0.435 -0.719
H -1.111371 0.504940 -2.560073 0.179 -0.640 -1.857
H -2.295870 2.823777 -2.268504 -0.884 1.405 -1.786
H -2.239610 3.518413 0.219148 -0.601 1.123 0.247

***

Entry 7:
24
Properties=species:S:1:pos:R:3:forces:R:3 method="wB97M-V/def2-TZVPD" homo_energy_ev=-8.79 fmax_ev_per_a=5.88 relative_energy_kcal_mol=112.9 e_lumo_ev=0.85
C 1.722138 1.722336 -1.918206 1.757 1.045 -0.100
C -0.777558 -0.566056 -0.104986 1.285 0.121 -0.280
C 0.988284 1.704219 -0.855515 -4.500 -3.030 2.270
C -0.675342 0.586628 -0.779489 1.167 3.406 -1.023
C -2.093932 -1.196693 -0.160803 2.034 0.584 0.641
C 0.377697 -1.162717 0.684008 -3.153 -1.894 -0.670
C 2.295079 2.961910 0.722506 1.062 3.664 -0.414
C -3.253229 -3.214610 0.591672 0.809 1.375 -2.472
O -3.000524 -0.732368 -0.783459 -2.809 -0.243 -0.975
O -1.693692 1.220037 -1.415152 1.544 0.589 -0.122
O 1.156975 2.170040 0.390472 0.510 0.294 0.306
O -2.118941 -2.265687 0.587613 -0.756 -2.943 1.662
H 2.708907 2.246363 -1.814683 -1.037 -0.639 -0.807
H 1.284993 1.293656 -2.784181 0.323 -0.231 -0.821
H 1.269398 -1.268001 0.187207 2.110 0.292 -1.523
H 0.086976 -2.207790 0.925330 0.227 0.780 0.253
H 0.491564 -0.598288 1.538133 0.514 0.981 2.112
H 1.951494 3.921184 1.363366 0.512 -2.559 -1.167
H 2.828913 3.507656 -0.178032 -1.339 -1.324 1.312
H 3.130913 2.445077 1.245170 -1.014 -0.143 -0.202
H -3.989304 -2.670333 -0.027832 0.151 -1.285 -0.405
H -3.729136 -3.339182 1.495451 -0.445 0.525 2.686
H -2.909154 -4.252692 0.377661 -0.087 1.108 -0.835
H -2.565018 0.744153 -1.435797 1.135 -0.473 0.573

***

Entry 8:
26
Properties=species:S:1:pos:R:3:forces:R:3 method="wB97M-V/def2-TZVPD" smiles="O=COCCCOC(=O)CCOC=O" homo_energy_ev=-10.76 fmax_ev_per_a=0.83 relative_energy_kcal_mol=43.1 e_lumo_ev=0.64
O 3.262134 -2.432682 1.102285 0.166 -0.185 0.360
C 2.519424 -1.874662 0.369780 -0.459 -0.006 -0.316
O 2.129844 -0.580242 0.547455 0.368 0.114 0.009
C 2.396939 0.262027 -0.584708 -0.323 -0.051 -0.116
C 1.455203 1.482709 -0.581452 0.241 0.054 -0.040
C 0.652031 1.643878 0.707666 0.148 0.115 -0.036
O -0.511773 2.466592 0.495700 0.052 -0.127 0.222
C -1.700355 1.826055 0.420874 0.375 -0.236 -0.197
O -2.697976 2.349252 0.809308 -0.422 0.277 0.035
C -1.716027 0.440852 -0.206604 -0.028 0.047 0.058
C -2.221651 -0.589487 0.808926 -0.340 -0.051 0.082
O -1.740468 -1.910638 0.507984 0.486 0.371 -0.059
C -1.854043 -2.300650 -0.776940 -0.682 -0.416 0.221
O -0.963232 -2.807114 -1.376708 0.398 -0.135 -0.201
H 2.012807 -2.356449 -0.486240 0.154 0.112 -0.064
H 3.447071 0.561538 -0.546597 -0.082 -0.018 0.052
H 2.243569 -0.321436 -1.501252 0.068 0.061 0.046
H 0.787785 1.430332 -1.445884 -0.076 -0.034 0.201
H 2.051984 2.388026 -0.720139 -0.077 -0.078 -0.080
H 1.249819 2.162739 1.458945 -0.118 -0.023 -0.037
H 0.365083 0.687522 1.141197 0.033 0.054 -0.081
H -2.398915 0.508764 -1.058734 0.086 -0.056 0.056
H -0.734452 0.144381 -0.575819 -0.135 -0.045 0.033
H -3.314310 -0.580690 0.866684 0.086 0.000 -0.053
H -1.841208 -0.376126 1.808224 0.001 -0.069 -0.085
H -2.879283 -2.224493 -1.183953 0.081 0.323 -0.008

***

Number 1: frontier orbital gap 0.3192 Ha. Number 2: frontier orbital gap 0.3865 Ha. Number 3: frontier orbital gap 0.3407 Ha. Number 4: frontier orbital gap 0.3156 Ha. Number 5: frontier orbital gap 0.3889 Ha. Number 6: frontier orbital gap 0.3524 Ha. Number 7: frontier orbital gap 0.3541 Ha. Number 8: frontier orbital gap 0.4190 Ha.